No. 1
# C28H22BrFN3O6OsS3

A molecular structure, C28H22BrFN3O6OsS3 (ωB97M-V/def2-TZVPD, the OMol25 dataset).

Computed properties:
E = -153885.7473 eV

```
! wB97M-V def2-TZVPD RIJCOSX def2/J DEFGRID3
* xyz -1 1
Os 0.313 0.072 0.094
S 0.038 2.009 1.314
C 1.237 3.048 0.651
C 1.279 4.393 1.146
N 1.302 5.476 1.534
C 2.117 2.636 -0.300
S 2.046 0.993 -0.899
C 3.131 3.484 -0.829
N 3.945 4.167 -1.271
F 0.867 2.940 -5.105
C 0.231 2.311 -4.095
C -0.270 3.069 -3.055
C -0.907 2.416 -2.013
C -1.029 1.023 -2.008
C -1.542 0.292 -0.821
C -0.554 0.302 -3.112
C 0.081 0.934 -4.160
H -0.137 4.142 -3.061
H -1.263 2.980 -1.159
H -1.927 -0.696 -1.066
H -2.249 0.876 -0.233
H -0.647 -0.774 -3.097
H 0.463 0.380 -5.009
C -4.043 -4.655 -1.518
C -2.831 -4.353 -2.354
C -2.869 -3.372 -3.340
C -1.731 -3.041 -4.060
C -0.542 -3.702 -3.795
C -0.494 -4.714 -2.847
C -1.634 -5.027 -2.130
S 0.947 -3.187 -4.602
O 1.663 -4.369 -4.989
O 0.564 -2.186 -5.559
N 1.868 -2.438 -3.497
C 2.716 -3.162 -2.546
C 2.541 -2.653 -1.118
C 1.091 -2.766 -0.665
O 0.698 -3.803 -0.149
O 0.328 -1.766 -0.991
H -4.952 -4.279 -1.986
H -3.952 -4.184 -0.537
H -4.157 -5.728 -1.359
H -3.797 -2.849 -3.540
H -1.757 -2.273 -4.821
H 0.432 -5.236 -2.651
H -1.583 -5.788 -1.361
H 1.483 -1.558 -3.175
H 3.760 -3.044 -2.846
H 2.486 -4.226 -2.607
H 2.877 -1.617 -1.051
H 3.163 -3.261 -0.461
Br 3.212 -3.838 5.833
C 1.637 -3.671 4.788
C 0.582 -4.541 5.008
C -0.567 -4.422 4.239
C -0.662 -3.439 3.268
C 0.407 -2.577 3.067
C 1.569 -2.688 3.818
C 0.311 -1.544 2.015
O 1.360 -1.012 1.520
O -0.782 -1.153 1.542
H 0.661 -5.303 5.771
H -1.388 -5.108 4.398
H -1.538 -3.343 2.642
H 2.398 -2.017 3.637
*
```

***

No. 2
# C27H60O12

9 unconnected molecules or ions with the total composition C27H60O12 (ωB97M-V/def2-TZVPD, the OMol25 dataset).

Computed properties:
relative energy (zero: lowest compared OMol25 entry of this formula, charge and spin) = 0.0 kcal/mol
structure (SMILES) = O=COCCCCC1=CC(=O)C=CC1=O.CCO.CCO.CCO.CCO.CCO.CCO.CCO.CCO
E = -53538.4926 eV

```
! wB97M-V def2-TZVPD RIJCOSX def2/J DEFGRID3
* xyz 0 1
O 7.370 -1.261 1.965
C 6.926 -0.218 1.595
O 6.709 0.082 0.287
C 5.316 0.175 -0.054
C 4.943 1.551 -0.625
C 3.986 2.385 0.253
C 2.502 2.350 -0.196
C 1.947 0.972 0.044
C 1.301 0.652 1.168
C 0.795 -0.724 1.386
O -0.053 -0.985 2.214
C 1.370 -1.805 0.531
C 1.989 -1.508 -0.607
C 2.140 -0.082 -1.009
O 2.406 0.223 -2.152
H 6.707 0.586 2.318
H 4.681 -0.077 0.802
H 5.121 -0.596 -0.803
H 5.877 2.105 -0.737
H 4.543 1.420 -1.629
H 4.000 1.972 1.265
H 4.321 3.421 0.273
H 2.410 2.627 -1.246
H 1.973 3.053 0.445
H 1.109 1.384 1.943
H 1.241 -2.831 0.855
H 2.390 -2.263 -1.271
C 0.126 -3.950 5.103
C -0.192 -4.299 3.662
O 0.816 -5.130 3.081
H 1.088 -3.440 5.164
H -0.642 -3.301 5.527
H 0.191 -4.853 5.715
H -0.239 -3.394 3.057
H -1.162 -4.806 3.596
H 0.862 -5.939 3.599
C 1.744 7.351 -0.420
C 1.330 5.901 -0.553
O 1.492 5.177 0.670
H 2.784 7.418 -0.095
H 1.643 7.873 -1.371
H 1.133 7.861 0.331
H 1.959 5.395 -1.286
H 0.291 5.824 -0.887
H 0.938 5.596 1.336
C 4.204 7.649 -4.866
C 2.760 7.880 -4.466
O 2.668 8.508 -3.185
H 4.709 7.035 -4.120
H 4.272 7.151 -5.834
H 4.745 8.597 -4.927
H 2.235 6.929 -4.380
H 2.238 8.490 -5.209
H 3.108 9.361 -3.246
C 6.826 7.267 -0.746
C 6.540 5.942 -1.428
O 6.754 6.009 -2.836
H 6.200 8.053 -1.170
H 6.634 7.205 0.326
H 7.869 7.559 -0.892
H 5.495 5.664 -1.294
H 7.160 5.147 -0.999
H 7.676 6.237 -2.987
C -3.149 -4.717 0.274
C -2.496 -6.057 -0.008
O -1.080 -5.927 -0.094
H -2.895 -3.997 -0.505
H -4.236 -4.805 0.324
H -2.792 -4.311 1.225
H -2.831 -6.459 -0.963
H -2.754 -6.779 0.775
H -0.758 -5.588 0.749
C -5.961 -3.685 -2.819
C -6.982 -4.240 -1.843
O -6.681 -3.877 -0.500
H -4.961 -4.037 -2.563
H -6.189 -3.988 -3.842
H -5.945 -2.593 -2.778
H -6.983 -5.330 -1.875
H -7.988 -3.894 -2.102
H -6.676 -2.915 -0.441
C -4.449 -0.660 3.155
C -4.802 -1.884 2.330
O -4.725 -1.606 0.934
H -5.119 0.166 2.914
H -4.524 -0.871 4.223
H -3.429 -0.332 2.941
H -5.823 -2.203 2.534
H -4.132 -2.715 2.572
H -3.822 -1.336 0.740
C -8.392 -8.408 0.561
C -9.198 -7.181 0.174
O -8.729 -6.008 0.824
H -8.425 -8.557 1.640
H -8.778 -9.304 0.071
H -7.344 -8.286 0.276
H -10.239 -7.301 0.472
H -9.173 -7.037 -0.913
H -7.815 -5.857 0.556
*
```

***

No. 3
# C24H32F15INO11

6 unconnected molecules or ions with the total composition C24H32F15INO11 at a distorted geometry (ωB97M-V/def2-TZVPD, the OMol25 dataset).

Computed properties:
relative energy (zero: lowest compared OMol25 entry of this formula, charge and spin) = 0.0 kcal/mol
E = -98283.2405 eV

```
! wB97M-V def2-TZVPD RIJCOSX def2/J DEFGRID3
* xyz -1 1
N 0.492 -2.309 -1.967
C -0.022 -1.330 -2.968
C 1.055 -0.338 -3.413
C 2.235 -1.093 -3.982
C 1.965 -1.808 -5.326
O 2.139 -2.925 -5.489
I 1.174 -0.661 -7.032
H 0.046 -2.117 -1.088
H 0.203 -3.221 -2.276
H -0.513 -1.847 -3.813
H -0.823 -0.770 -2.485
H 0.584 0.225 -4.233
H 2.575 -1.868 -3.304
H 3.082 -0.423 -4.123
C -4.771 2.234 -0.434
C -3.333 2.695 -0.330
O -2.567 1.818 0.516
C -2.122 0.705 -0.075
O -2.319 0.386 -1.204
C -1.270 -0.102 0.914
F -1.853 -0.174 2.130
F -0.065 0.465 1.084
F -1.072 -1.347 0.489
H -5.213 2.135 0.559
H -5.358 2.946 -1.013
H -4.835 1.259 -0.916
H -3.289 3.679 0.134
H -2.863 2.776 -1.307
C 2.369 -1.257 0.464
C 2.972 -0.077 1.190
O 3.912 -0.501 2.210
C 5.137 -0.790 1.803
O 5.550 -0.735 0.685
C 5.998 -1.174 3.015
F 5.355 -2.014 3.841
F 6.329 -0.081 3.728
F 7.132 -1.769 2.638
H 1.916 -1.954 1.175
H 1.611 -0.923 -0.239
H 3.126 -1.810 -0.090
H 2.195 0.474 1.717
H 3.451 0.614 0.498
C 2.282 5.785 -1.346
C 2.101 4.285 -1.458
O 0.811 3.959 -1.995
C 0.701 4.018 -3.318
O 1.563 4.326 -4.084
C -0.708 3.576 -3.732
F -1.657 4.139 -2.949
F -0.835 2.261 -3.611
F -0.982 3.910 -4.996
H 1.470 6.225 -0.764
H 3.230 6.019 -0.863
H 2.268 6.255 -2.329
H 2.137 3.827 -0.471
H 2.886 3.827 -2.057
C -1.556 -9.280 -0.366
C -0.775 -8.284 0.463
O -0.619 -7.040 -0.236
C -1.648 -6.201 -0.174
O -2.675 -6.396 0.405
C -1.307 -4.908 -0.926
F -0.731 -5.173 -2.103
F -0.461 -4.163 -0.197
F -2.395 -4.181 -1.161
H -1.088 -9.412 -1.343
H -1.599 -10.245 0.138
H -2.575 -8.934 -0.538
H 0.233 -8.654 0.643
H -1.240 -8.117 1.434
C -2.437 1.776 4.048
C -1.515 2.380 5.085
O -1.227 3.760 4.783
C -2.138 4.644 5.162
O -3.164 4.406 5.725
C -1.660 6.059 4.809
F -1.153 6.116 3.570
F -0.700 6.458 5.662
F -2.661 6.938 4.881
H -2.023 1.903 3.055
H -2.583 0.716 4.241
H -3.411 2.267 4.058
H -0.556 1.866 5.077
H -1.923 2.291 6.091
*
```

***

No. 4
# C33H34BN6OZn

A molecular structure, C33H34BN6OZn (ωB97M-V/def2-TZVPD, the OMol25 dataset).

Computed properties:
E = -94858.6245 eV

```
! wB97M-V def2-TZVPD RIJCOSX def2/J DEFGRID3
* xyz -1 1
Zn -0.402 0.077 -0.048
C 4.778 1.455 1.267
C 3.793 0.610 0.528
C 4.025 -0.346 -0.438
C 2.753 -0.829 -0.795
N 1.823 -0.196 -0.089
N 2.463 0.677 0.727
B 1.680 1.660 1.668
N 0.766 0.767 2.587
N -0.071 -0.151 2.050
C -0.653 -0.797 3.054
C -0.180 -0.289 4.274
C 0.726 0.698 3.929
C 1.529 1.589 4.820
C -1.646 -1.861 2.815
C -2.604 -2.151 3.783
C -3.556 -3.138 3.566
C -3.567 -3.845 2.371
C -2.613 -3.566 1.403
C -1.655 -2.589 1.627
N 0.825 2.601 0.845
N -0.042 2.019 -0.047
C -0.735 2.973 -0.687
C -0.259 4.236 -0.174
C 0.704 3.944 0.759
C 1.510 4.874 1.608
C -1.725 2.662 -1.655
C -2.536 3.710 -2.123
C -3.513 3.575 -3.074
C -3.670 2.271 -3.664
C -2.927 1.211 -3.293
C -1.874 1.229 -2.203
C 2.429 -1.882 -1.784
C 3.457 -2.585 -2.410
C 3.182 -3.578 -3.340
C 1.870 -3.889 -3.665
C 0.837 -3.195 -3.050
C 1.115 -2.204 -2.121
H 5.787 1.186 0.957
H 4.625 2.517 1.064
H 4.697 1.313 2.346
H 4.986 -0.643 -0.826
H 2.453 2.265 2.360
H -0.434 -0.609 5.272
H 1.261 1.397 5.859
H 2.601 1.420 4.702
H 1.338 2.641 4.601
H -2.619 -1.581 4.705
H -4.300 -3.346 4.326
H -4.319 -4.604 2.192
H -2.617 -4.109 0.466
H -0.899 -2.394 0.876
H -0.570 5.225 -0.471
H 1.220 5.902 1.398
H 1.347 4.679 2.671
H 2.581 4.770 1.416
H -2.384 4.695 -1.687
H -4.128 4.412 -3.380
H -4.408 2.139 -4.452
H -3.078 0.272 -3.812
H -0.894 0.932 -2.651
H 4.487 -2.356 -2.166
H 3.999 -4.110 -3.813
H 1.654 -4.663 -4.392
H -0.194 -3.416 -3.298
H 0.297 -1.663 -1.667
C -3.354 1.207 0.522
O -3.288 0.158 -0.415
C -2.085 0.041 -1.181
C -2.300 -1.273 -1.927
H -3.542 2.173 0.050
H -2.430 1.287 1.113
H -4.178 0.972 1.200
H -3.300 -1.299 -2.382
H -2.233 -2.126 -1.244
H -1.554 -1.394 -2.722
*
```

***

No. 5
# C4H13NO3

4 unconnected molecules or ions with the total composition C4H13NO3 at a distorted geometry (ωB97M-V/def2-TZVPD, the OMol25 dataset).

Computed properties:
relative energy (zero: lowest compared OMol25 entry of this formula, charge and spin) = 238.3 kcal/mol
E = -11982.1392 eV

```
! wB97M-V def2-TZVPD RIJCOSX def2/J DEFGRID3
* xyz 0 1
O -1.768 0.697 -0.878
C -2.527 0.186 0.187
C -1.752 -0.675 0.900
C -0.305 -0.718 0.954
C 0.401 0.536 1.602
N 1.832 0.567 1.221
H -1.825 -1.398 -2.614
H -2.279 -1.697 -2.107
H -2.314 -1.546 1.268
H 0.116 -1.626 1.375
H 0.013 -0.803 -0.101
H 0.419 0.608 2.702
H -0.261 1.330 1.196
H 1.974 1.326 0.571
H 1.864 -0.257 0.605
H -2.366 1.300 -1.349
H 1.432 1.325 -2.222
O 1.223 1.000 -1.341
H 1.403 -0.062 -1.315
H 2.407 -1.771 -1.805
O 1.930 -1.281 -1.131
*
```

***

No. 6
# C25H22N7O7SV

A molecular structure, C25H22N7O7SV at a distorted geometry (ωB97M-V/def2-TZVPD, the OMol25 dataset).

Computed properties:
⟨S²⟩ = 3.7770
E = -87573.7333 eV

```
! wB97M-V def2-TZVPD RIJCOSX def2/J DEFGRID3
* xyz -1 4
V 0.000 -0.127 -0.063
O 1.789 -0.122 3.481
C 1.395 0.012 2.324
O 0.538 -0.721 1.732
C 1.853 1.178 1.473
C 2.718 2.193 1.849
C 2.895 3.270 0.987
C 2.195 3.296 -0.216
C 1.342 2.244 -0.512
N 1.191 1.216 0.318
C 0.417 2.109 -1.707
O 0.321 3.007 -2.546
O -0.229 1.017 -1.712
H 3.216 2.128 2.805
H 3.555 4.083 1.264
H 2.286 4.118 -0.911
C -1.798 3.027 3.451
C -1.723 1.794 2.565
O -0.951 1.724 1.634
N -2.599 0.822 2.904
C -2.705 -0.433 2.173
C -3.360 -0.213 0.832
C -4.687 -0.556 0.604
C -5.253 -0.285 -0.634
C -4.450 0.314 -1.599
C -3.140 0.635 -1.279
N -2.600 0.382 -0.093
H -0.834 3.529 3.437
H -2.068 2.768 4.471
H -2.542 3.706 3.035
H -3.299 1.021 3.600
H -3.284 -1.132 2.782
H -1.687 -0.812 1.998
H -5.268 -1.033 1.383
H -6.288 -0.530 -0.838
H -4.847 0.547 -2.577
H -2.486 1.119 -1.994
N 1.182 1.282 -7.062
C 1.545 0.703 -5.850
C 1.983 1.506 -4.797
C 2.365 0.933 -3.603
C 2.295 -0.439 -3.449
C 1.904 -1.254 -4.493
C 1.543 -0.684 -5.698
S 2.641 -1.134 -1.843
O 3.255 -2.428 -2.014
O 3.392 -0.160 -1.092
N 1.193 -1.263 -1.111
C 0.198 -2.039 -1.491
N 0.210 -2.878 -2.520
C -0.887 -3.611 -2.697
C -1.979 -3.548 -1.847
C -1.930 -2.600 -0.832
N -0.876 -1.810 -0.674
H 0.865 2.235 -6.980
H 0.574 0.710 -7.630
H 1.982 2.580 -4.908
H 2.711 1.529 -2.774
H 1.879 -2.318 -4.327
H 1.239 -1.309 -6.527
H -0.865 -4.276 -3.552
H -2.846 -4.175 -1.976
H -2.757 -2.465 -0.141
*
```

***

No. 7
# C30H27AsIO7PPdS2

A molecular structure, C30H27AsIO7PPdS2 (ωB97M-V/def2-TZVPD, the OMol25 dataset).

Computed properties:
relative energy (zero: lowest compared OMol25 entry of this formula, charge and spin) = 15.4 kcal/mol
E = -149258.9073 eV

```
! wB97M-V def2-TZVPD RIJCOSX def2/J DEFGRID3
* xyz 0 1
Pd 1.251 -0.543 -0.335
O 5.732 -0.375 0.637
As 4.072 -0.435 1.109
O 3.932 -1.228 2.535
O 3.182 -1.160 -0.151
C 3.423 1.384 1.301
C 2.834 1.644 2.534
C 2.238 2.874 2.787
C 2.208 3.840 1.795
C 2.814 3.595 0.567
C 3.439 2.382 0.321
S 4.363 2.216 -1.217
O 4.149 3.455 -1.922
O 5.724 1.948 -0.778
O 3.793 1.040 -1.891
H 5.862 0.351 -0.014
H 2.852 0.866 3.288
H 1.805 3.076 3.759
H 1.738 4.798 1.978
H 2.842 4.353 -0.204
I 1.371 0.831 -2.575
C -0.601 0.921 -3.345
C -0.652 0.922 -4.713
C -1.794 1.386 -5.396
C -2.829 1.925 -4.693
C -2.811 1.930 -3.277
C -3.861 2.538 -2.542
C -3.852 2.538 -1.181
C -2.855 1.814 -0.492
C -1.831 1.197 -1.164
P -0.954 -0.163 -0.336
C -1.809 -1.607 -1.029
C -3.187 -1.585 -1.248
C -3.826 -2.697 -1.771
C -3.094 -3.834 -2.091
C -1.723 -3.857 -1.889
C -1.081 -2.747 -1.359
C -1.413 -0.006 1.405
C -2.318 -0.861 2.022
C -2.572 -0.729 3.380
C -1.923 0.252 4.118
C -1.016 1.103 3.500
C -0.757 0.974 2.145
C -1.726 1.341 -2.584
H 0.214 0.617 -5.287
H -1.811 1.368 -6.477
H -3.680 2.361 -5.202
H -4.664 3.015 -3.090
H -4.636 3.028 -0.622
H -2.944 1.701 0.580
H -3.761 -0.695 -1.018
H -4.895 -2.674 -1.937
H -3.594 -4.699 -2.506
H -1.148 -4.736 -2.148
H -0.008 -2.762 -1.212
H -2.811 -1.639 1.454
H -3.275 -1.396 3.862
H -2.120 0.350 5.178
H -0.499 1.860 4.074
H -0.030 1.626 1.673
C 1.517 -2.972 3.445
S 0.946 -3.206 1.772
C 2.417 -3.949 1.083
O 0.753 -1.767 1.283
H 2.412 -2.348 3.389
H 1.729 -3.952 3.873
H 0.707 -2.490 3.991
H 2.382 -4.994 1.398
H 3.300 -3.434 1.457
H 2.358 -3.877 -0.001
*
```